The following is a DFT calculation (ωB97M-V/def2-TZVPD) of a molecular structure, C36H33N6RuS4Sb.

The geometry in ORCA input format:
```
! wB97M-V def2-TZVPD RIJCOSX def2/J DEFGRID3
* xyz 1 2
Ru 0.976 0.706 -1.113
C -3.266 4.847 1.195
C -2.292 4.934 0.034
N -2.141 3.636 -0.621
C -0.984 2.995 -0.786
S -1.120 1.336 -1.454
N 0.152 3.572 -0.517
N 1.199 2.717 -0.764
C 2.383 3.200 -0.915
C 2.797 4.589 -0.591
C 3.304 2.258 -1.590
C 4.637 2.530 -1.839
C 5.380 1.620 -2.573
C 4.765 0.476 -3.056
C 3.433 0.256 -2.768
N 2.710 1.124 -2.048
H -3.397 5.829 1.648
H -2.902 4.158 1.959
H -4.248 4.501 0.865
H -1.303 5.237 0.367
H -2.633 5.662 -0.705
H -2.978 3.139 -0.884
H 2.002 5.098 -0.056
H 3.026 5.155 -1.497
H 3.693 4.563 0.030
H 5.084 3.435 -1.454
H 6.428 1.804 -2.765
H 5.307 -0.252 -3.643
H 2.911 -0.624 -3.116
C 2.328 -6.088 -2.538
C 2.986 -5.157 -1.744
C 2.406 -3.921 -1.505
C 1.159 -3.623 -2.053
C 0.506 -4.548 -2.858
C 1.097 -5.783 -3.097
Sb 0.208 -1.824 -1.545
C -0.599 -2.412 0.333
C -1.308 -1.501 1.115
C -1.801 -1.873 2.357
C -1.577 -3.154 2.841
C -0.856 -4.060 2.078
C -0.369 -3.692 0.831
C -1.571 -1.863 -2.677
C -2.789 -2.175 -2.081
C -3.962 -2.112 -2.823
C -3.922 -1.738 -4.158
C -2.711 -1.422 -4.757
C -1.540 -1.478 -4.017
H 2.780 -7.054 -2.722
H 3.948 -5.395 -1.308
H 2.922 -3.197 -0.882
H -0.460 -4.320 -3.292
H 0.588 -6.507 -3.719
H -1.496 -0.494 0.760
H -2.365 -1.160 2.948
H -1.958 -3.444 3.810
H -0.658 -5.053 2.461
H 0.177 -4.423 0.247
H -2.829 -2.470 -1.040
H -4.906 -2.358 -2.356
H -4.838 -1.693 -4.734
H -2.680 -1.126 -5.798
H -0.602 -1.217 -4.496
S 0.396 -1.881 5.377
C 0.831 -0.999 4.060
S 1.935 -1.612 2.856
C 1.702 -0.196 1.911
N 0.906 0.673 2.420
N 0.417 0.233 3.620
C -0.505 1.123 4.266
C -0.608 1.172 5.649
C -1.525 2.039 6.227
C -2.321 2.857 5.442
C -2.185 2.820 4.061
C -1.281 1.956 3.467
S 2.585 0.101 0.421
H 0.024 0.557 6.268
H -1.606 2.073 7.305
H -3.038 3.523 5.902
H -2.787 3.469 3.438
H -1.169 1.925 2.392
*
```

Properties
**Energy**: -99263.2111 eV
**HOMO-LUMO gap (spin up / spin down)**: 5.976 / 5.489 eV
**HOMO (spin up / spin down)**: -9.9 / -10.0 eV
**Lowest unoccupied orbital energy (spin up / spin down)**: -0.1458 / -0.1641 Eh
**ΔE to the lowest compared entry with this formula, charge and spin**: 0.00 kJ/mol